Record 1
{"formula": "C47H41BN2O2RhS2Sb", "method": "ωB97M-V with the def2-TZVPD basis set", "orbital_gap_ha": 0.2882, "max_force_ha_per_bohr": 0.0387, "total_energy_ha": -3247.68251, "lumo_energy_ev": -0.24, "species": ["Rh", "S", "C", "N", "C", "C", "C", "C", "C", "C", "S", "H", "H", "H", "H", "N", "C", "C", "C", "C", "C", "C", "C", "C", "C", "H", "H", "H", "H", "C", "C", "C", "C", "C", "C", "C", "C", "O", "B", "O", "C", "C", "H", "H", "H", "H", "H", "H", "H", "H", "H", "H", "H", "H", "C", "C", "C", "C", "C", "C", "C", "Sb", "C", "C", "C", "C", "C", "C", "C", "C", "C", "C", "C", "C", "C", "C", "H", "H", "H", "H", "H", "H", "H", "H", "H", "H", "H", "H", "H", "H", "H", "H", "H", "H", "H", "H", "H"], "xyz": [[-1.5645, -0.6390, 1.4686], [-1.7028, -1.1226, 3.6789], [-2.3767, -2.6190, 3.1081], [-2.4372, -2.8198, 1.8061], [-3.0247, -4.0467, 1.5211], [-3.2890, -4.5609, 0.2536], [-3.8748, -5.8067, 0.1436], [-4.2122, -6.5451, 1.2791], [-3.9781, -6.0408, 2.5444], [-3.3871, -4.7888, 2.6544], [-2.9992, -3.8982, 4.0976], [-3.0473, -3.9736, -0.6171], [-4.0801, -6.2150, -0.8373], [-4.6711, -7.5186, 1.1696], [-4.2544, -6.6061, 3.4245], [-4.7378, 8.7535, 1.5933], [-4.3739, 7.6642, 1.6499], [-3.9202, 6.3042, 1.7091], [-4.8293, 5.2581, 1.5546], [-4.3827, 3.9516, 1.5693], [-3.0238, 3.6659, 1.7343], [-2.1274, 4.7227, 1.9283], [-2.5679, 6.0307, 1.9105], [-2.5446, 2.3239, 1.6849], [-2.1457, 1.1799, 1.6510], [-5.8798, 5.4772, 1.4195], [-5.0804, 3.1350, 1.4422], [-1.0804, 4.5008, 2.0902], [-1.8707, 6.8469, 2.0448], [7.0391, -1.5601, 1.4956], [6.1274, -1.5762, 2.7307], [6.7940, -0.7841, 3.8645], [5.9697, -3.0275, 3.1855], [4.7835, -0.9297, 2.3899], [4.7629, 0.3656, 1.8612], [3.5859, 1.0262, 1.5232], [2.4125, 0.3409, 1.7331], [1.1232, 0.7262, 1.4628], [0.3293, -0.3672, 1.8156], [1.1200, -1.3886, 2.3655], [2.4137, -0.9308, 2.2711], [3.5726, -1.5923, 2.6107], [7.9861, -2.0550, 1.7223], [7.2648, -0.5447, 1.1699], [6.5701, -2.0856, 0.6612], [7.7448, -1.2458, 4.1412], [6.1538, -0.7603, 4.7480], [6.9928, 0.2462, 3.5667], [6.9548, -3.4563, 3.3762], [5.4818, -3.6388, 2.4234], [5.3933, -3.1031, 4.1093], [5.6995, 0.8868, 1.7107], [3.5921, 2.0246, 1.1068], [3.5237, -2.5889, 3.0244], [-1.2799, -3.0039, -2.6089], [-1.8073, -1.9749, -3.5678], [-2.1621, -2.3664, -4.8558], [-2.6091, -1.4496, -5.7933], [-2.6900, -0.1096, -5.4525], [-2.3455, 0.2967, -4.1711], [-1.9189, -0.6241, -3.2182], [-1.3274, 0.0298, -1.2508], [-1.7918, 2.1065, -1.4411], [-3.1063, 2.3282, -1.8498], [-3.6041, 3.6100, -2.0312], [-2.7748, 4.6939, -1.7966], [-1.4863, 4.4798, -1.3331], [-0.9805, 3.1990, -1.1190], [0.3679, 3.0414, -0.4801], [0.7578, -0.3127, -1.6426], [1.3196, -1.3720, -0.9341], [2.6406, -1.7516, -1.1169], [3.4239, -1.0494, -2.0169], [2.8665, -0.0132, -2.7502], [1.5288, 0.3521, -2.6050], [0.9578, 1.3905, -3.5321], [-1.3244, -4.0029, -3.0407], [-1.8543, -3.0136, -1.6832], [-0.2422, -2.8006, -2.3445], [-2.0779, -3.4129, -5.1247], [-2.8844, -1.7811, -6.7862], [-3.0203, 0.6244, -6.1762], [-2.4011, 1.3494, -3.9307], [-3.7665, 1.4879, -2.0439], [-4.6241, 3.7556, -2.3628], [-3.1350, 5.7034, -1.9500], [-0.8559, 5.3300, -1.0995], [0.8820, 4.0010, -0.4197], [1.0139, 2.3369, -1.0053], [0.2484, 2.6514, 0.5329], [0.7191, -1.9197, -0.2141], [3.0527, -2.5760, -0.5492], [4.4648, -1.3122, -2.1571], [3.4787, 0.5252, -3.4647], [1.7498, 1.9996, -3.9672], [0.2473, 2.0544, -3.0411], [0.4227, 0.9044, -4.3518]], "atomic_forces_ev_per_a": [[-1.4618, -0.6354, -1.1916], [-0.3967, -0.2350, 0.3525], [0.1447, 0.1499, -0.3295], [0.2932, -0.0331, 0.5656], [-0.0295, -0.0085, 0.0203], [0.0104, 0.0261, 0.1168], [0.0067, 0.0219, -0.0216], [-0.0226, -0.0489, -0.0055], [-0.0125, -0.0034, 0.0126], [0.0105, 0.0195, -0.0557], [0.0213, 0.0311, -0.0173], [-0.0225, -0.0441, -0.0417], [-0.0046, 0.0078, 0.0008], [0.0023, 0.0032, -0.0001], [0.0112, 0.0106, 0.0054], [0.0128, -0.0219, -0.0013], [-0.0501, 0.0900, 0.0257], [0.0240, -0.0652, -0.0245], [0.0264, 0.0183, -0.0019], [0.0239, -0.0024, -0.0405], [-0.0330, 0.0607, -0.0158], [-0.0102, -0.0131, 0.0269], [-0.0118, -0.0066, -0.0033], [-0.0912, -0.1642, 0.2466], [1.0305, 0.2879, 0.0528], [0.0017, 0.0081, -0.0122], [0.0077, -0.0016, -0.0176], [-0.0069, 0.0012, -0.0433], [-0.0054, 0.0037, 0.0070], [0.0012, -0.0270, -0.0008], [0.0049, 0.0237, 0.0069], [0.0151, -0.0046, -0.0020], [-0.0072, -0.0087, 0.0055], [-0.0010, -0.0022, 0.0257], [0.0168, -0.0012, 0.0124], [-0.0052, -0.0069, -0.0215], [0.1053, -0.0189, 0.0400], [-0.1254, -0.1116, 0.1660], [0.2470, 0.3744, -0.0273], [-0.0437, 0.1143, -0.1837], [0.0015, -0.0407, -0.0200], [0.0111, 0.0403, -0.0400], [0.0010, 0.0074, 0.0041], [-0.0109, 0.0020, -0.0040], [-0.0002, -0.0044, 0.0050], [0.0022, 0.0057, -0.0055], [0.0007, -0.0107, -0.0002], [-0.0062, 0.0017, -0.0021], [0.0000, 0.0028, 0.0054], [0.0079, 0.0036, -0.0044], [-0.0048, 0.0053, -0.0047], [-0.0032, -0.0048, -0.0207], [0.0011, -0.0039, -0.0026], [-0.0085, 0.0026, -0.0112], [-0.0427, -0.0259, -0.0105], [0.0346, -0.0578, 0.0031], [0.0312, -0.0010, -0.0122], [0.0028, 0.0282, 0.0086], [0.0044, -0.0105, -0.0180], [0.0113, 0.0111, -0.0172], [-0.2418, 0.0019, 0.1206], [0.7038, 0.1584, 0.5253], [-0.2388, -0.0785, -0.0920], [-0.0584, 0.0147, -0.0054], [0.0282, 0.0047, -0.0013], [-0.0061, 0.0040, 0.0127], [-0.0174, 0.0108, 0.0277], [0.0623, -0.0267, -0.0363], [0.0142, 0.0092, 0.0720], [-0.0240, 0.0482, -0.1073], [0.0103, 0.0383, 0.1143], [0.0211, 0.0037, 0.0167], [0.0111, 0.0058, -0.0135], [-0.0052, 0.0035, 0.0060], [-0.0291, -0.0159, -0.0518], [-0.0283, 0.0090, -0.0255], [-0.0277, -0.0041, 0.0103], [0.0693, 0.0800, 0.0336], [0.0264, -0.0133, -0.0351], [-0.0033, 0.0019, -0.0002], [0.0053, 0.0045, -0.0017], [0.0038, -0.0046, -0.0037], [0.0016, -0.0257, -0.0016], [0.0171, 0.0056, -0.0027], [-0.0053, -0.0044, 0.0184], [0.0028, -0.0023, 0.0192], [0.0052, 0.0001, -0.0146], [0.0065, 0.0027, -0.0293], [-0.0262, 0.0130, 0.0146], [-0.0088, 0.0399, -0.0485], [-0.0092, -0.0071, 0.0039], [0.0008, 0.0149, 0.0212], [-0.0004, 0.0084, 0.0060], [-0.0122, -0.0155, -0.0169], [0.0020, 0.0064, 0.0091], [0.0227, -0.0201, -0.0235], [0.0183, -0.0105, -0.0040]]}

***

Record 2
{"formula": "C47H41BN2O2RhS2Sb", "method": "ωB97M-V with the def2-TZVPD basis set", "orbital_gap_ha": [0.2152, 0.2375], "max_force_ha_per_bohr": 0.0078, "total_energy_ha": -3247.60297, "spin_multiplicity": 5, "lumo_energy_ev": [0.25, -1.73], "species": ["Rh", "S", "C", "N", "C", "C", "C", "C", "C", "C", "S", "H", "H", "H", "H", "N", "C", "C", "C", "C", "C", "C", "C", "C", "C", "H", "H", "H", "H", "C", "C", "C", "C", "C", "C", "C", "C", "O", "B", "O", "C", "C", "H", "H", "H", "H", "H", "H", "H", "H", "H", "H", "H", "H", "C", "C", "C", "C", "C", "C", "C", "Sb", "C", "C", "C", "C", "C", "C", "C", "C", "C", "C", "C", "C", "C", "C", "H", "H", "H", "H", "H", "H", "H", "H", "H", "H", "H", "H", "H", "H", "H", "H", "H", "H", "H", "H", "H"], "xyz": [[-2.2641, 0.9635, 0.0239], [-4.1218, 2.2244, -1.0549], [-4.9933, 0.8069, -0.6219], [-4.3256, -0.2027, -0.1232], [-5.1523, -1.2685, 0.1948], [-4.7534, -2.4950, 0.7237], [-5.7126, -3.4602, 0.9668], [-7.0603, -3.2216, 0.6879], [-7.4690, -2.0114, 0.1564], [-6.5065, -1.0399, -0.0874], [-6.7045, 0.5550, -0.7606], [-3.7096, -2.6960, 0.9310], [-5.4121, -4.4164, 1.3753], [-7.7935, -3.9920, 0.8860], [-8.5126, -1.8292, -0.0638], [-4.7163, 9.4660, 0.0919], [-4.1055, 8.4888, 0.1064], [-3.3546, 7.2781, 0.1246], [-3.0282, 6.6652, 1.3503], [-2.3196, 5.4974, 1.3769], [-1.9029, 4.8657, 0.1594], [-2.2288, 5.5147, -1.0746], [-2.9387, 6.6822, -1.0824], [-1.2368, 3.6796, 0.1874], [-0.7672, 2.4848, 0.2509], [-3.3452, 7.1296, 2.2747], [-2.0675, 5.0290, 2.3188], [-1.9123, 5.0599, -2.0039], [-3.1890, 7.1586, -2.0209], [6.4423, 1.5848, -2.5314], [6.4266, 0.9341, -1.1486], [7.4938, 1.6188, -0.2837], [6.7832, -0.5491, -1.3150], [5.0614, 1.0576, -0.4683], [4.8745, 0.4803, 0.7920], [3.6648, 0.5356, 1.4765], [2.6290, 1.1900, 0.8494], [1.3347, 1.3816, 1.2698], [0.7219, 2.1114, 0.2489], [1.6234, 2.3718, -0.7790], [2.7995, 1.7755, -0.3909], [3.9966, 1.7309, -1.0699], [7.4281, 1.4584, -2.9821], [6.2387, 2.6560, -2.4753], [5.7090, 1.1311, -3.2020], [8.4765, 1.5283, -0.7524], [7.5527, 1.1716, 0.7089], [7.2687, 2.6797, -0.1611], [7.7421, -0.6523, -1.8281], [6.0234, -1.0672, -1.9046], [6.8639, -1.0556, -0.3521], [5.7024, -0.0352, 1.2624], [3.5375, 0.0883, 2.4524], [4.0823, 2.2009, -2.0387], [-1.8655, -3.3168, -2.3563], [-1.6261, -4.1403, -1.1201], [-1.8039, -5.5193, -1.1503], [-1.6013, -6.2951, -0.0171], [-1.2173, -5.6982, 1.1727], [-1.0271, -4.3233, 1.2188], [-1.2201, -3.5468, 0.0810], [-0.9577, -1.4353, 0.1586], [0.7401, -1.2091, -1.1096], [1.9057, -1.9376, -0.8771], [3.0260, -1.7918, -1.6785], [2.9800, -0.9129, -2.7484], [1.8102, -0.2246, -3.0220], [0.6704, -0.3662, -2.2296], [-0.5869, 0.3106, -2.7140], [-0.2277, -1.2530, 2.1595], [1.0421, -1.7022, 2.5118], [1.5224, -1.5803, 3.8058], [0.7245, -0.9979, 4.7761], [-0.5452, -0.5583, 4.4414], [-1.0452, -0.6784, 3.1456], [-2.4528, -0.1900, 2.8958], [-2.3626, -3.9027, -3.1280], [-0.9248, -2.9413, -2.7692], [-2.5032, -2.4533, -2.1399], [-2.1135, -5.9898, -2.0762], [-1.7506, -7.3662, -0.0659], [-1.0664, -6.2948, 2.0631], [-0.7248, -3.8566, 2.1494], [1.9464, -2.6557, -0.0684], [3.9233, -2.3585, -1.4648], [3.8482, -0.7723, -3.3806], [1.7701, 0.4399, -3.8771], [-0.3473, 1.0274, -3.4985], [-1.1506, 0.8758, -1.9663], [-1.2844, -0.4184, -3.1350], [1.6874, -2.1494, 1.7698], [2.5144, -1.9395, 4.0501], [1.0833, -0.8892, 5.7914], [-1.1711, -0.1089, 5.2030], [-2.9144, 0.1212, 3.8322], [-3.0939, -0.9499, 2.4469], [-2.4835, 0.7051, 2.2486]], "atomic_forces_ev_per_a": [[-0.3942, 0.0507, 0.0488], [-0.0302, -0.1372, -0.0973], [0.1306, 0.0362, -0.0017], [-0.0155, 0.0902, 0.1262], [-0.0027, -0.0381, -0.0452], [-0.0124, -0.0260, 0.0250], [-0.0059, 0.0083, -0.0079], [0.0095, -0.0053, 0.0031], [-0.0155, -0.0026, 0.0039], [0.0174, -0.0039, -0.0032], [-0.0320, -0.0148, -0.0049], [-0.0120, 0.0116, -0.0206], [0.0031, 0.0021, -0.0018], [0.0004, 0.0038, -0.0002], [0.0068, 0.0107, -0.0037], [0.0070, -0.0007, 0.0012], [-0.0226, 0.0442, -0.0036], [0.0040, -0.0283, 0.0030], [0.0220, -0.0146, -0.0085], [-0.0063, 0.0176, 0.0117], [0.0430, -0.0409, 0.0538], [-0.0101, 0.0037, -0.0474], [0.0240, -0.0182, 0.0015], [-0.0724, -0.0555, 0.0321], [0.1752, 0.1445, -0.0935], [-0.0076, 0.0052, -0.0037], [-0.0114, -0.0007, -0.0022], [-0.0068, -0.0058, 0.0051], [-0.0057, 0.0053, 0.0026], [-0.0093, 0.0318, -0.0130], [0.0028, 0.0051, 0.0089], [0.0076, 0.0002, -0.0061], [0.0143, -0.0415, 0.0012], [0.0227, 0.0168, 0.0082], [0.0048, -0.0255, -0.0067], [-0.0381, -0.0024, 0.0013], [-0.0401, -0.0184, -0.0589], [0.0223, 0.0117, -0.0217], [-0.0490, -0.0529, 0.1887], [-0.0169, -0.0169, -0.0929], [0.0522, 0.0361, 0.0483], [-0.0174, 0.0250, 0.0165], [-0.0007, -0.0005, 0.0028], [0.0003, -0.0110, -0.0020], [0.0045, -0.0099, 0.0045], [-0.0029, 0.0003, -0.0042], [-0.0018, -0.0034, 0.0022], [-0.0039, -0.0022, 0.0001], [-0.0025, 0.0066, 0.0074], [0.0125, 0.0173, -0.0041], [-0.0123, 0.0069, -0.0128], [-0.0049, 0.0100, 0.0063], [0.0053, -0.0021, 0.0059], [-0.0095, -0.0011, 0.0045], [-0.0096, 0.0139, -0.0274], [-0.0204, 0.0039, -0.0102], [-0.0118, 0.0138, 0.0106], [-0.0072, 0.0034, -0.0062], [-0.0037, -0.0036, -0.0011], [0.0189, 0.0382, 0.0171], [-0.0062, -0.0658, 0.0068], [0.1449, 0.1655, -0.0564], [-0.0192, -0.0906, -0.0940], [0.0592, -0.0161, 0.0654], [-0.0124, 0.0100, -0.0166], [-0.0422, -0.0228, 0.0001], [0.0263, -0.0331, 0.0077], [0.0232, 0.0167, -0.0448], [-0.0777, 0.0244, -0.1726], [-0.0351, -0.0442, 0.1110], [0.0202, -0.0004, -0.0552], [-0.0019, 0.0064, 0.0319], [0.0030, -0.0090, -0.0073], [0.0037, 0.0235, -0.0251], [-0.0319, 0.0294, -0.0008], [-0.0136, -0.0052, -0.0310], [0.0180, -0.0073, -0.0066], [-0.0027, -0.0018, 0.0171], [-0.0002, -0.0114, 0.0077], [-0.0030, -0.0042, 0.0051], [0.0010, 0.0026, 0.0038], [0.0052, -0.0023, -0.0041], [-0.0014, -0.0128, -0.0102], [-0.0224, -0.0025, -0.0119], [-0.0115, 0.0014, 0.0006], [-0.0015, -0.0047, 0.0025], [-0.0032, -0.0007, -0.0001], [-0.0021, -0.0146, -0.0082], [0.1885, 0.0376, 0.1123], [0.0179, -0.0114, 0.0091], [-0.0009, 0.0115, 0.0019], [-0.0034, 0.0024, -0.0008], [0.0039, -0.0020, -0.0033], [-0.0012, -0.0025, -0.0007], [-0.0214, -0.0242, -0.0072], [0.0191, 0.0007, -0.0107], [0.0952, -0.0333, 0.1448]]}